DFT (ωB97M-V/def2-TZVPD) results for a 2-piece molecular cluster, C9H16N overall.

Atoms and positions in Å:
C: -0.7988 2.7230 -0.4812
C: 1.1529 1.2392 -1.1115
C: 0.3289 1.7917 -0.1302
C: 2.2714 0.4919 -0.7340
C: 2.5295 0.1555 0.5854
C: 0.5037 1.3527 1.1831
C: 1.6107 0.5902 1.5328
H: 1.0370 1.4568 -2.1673
H: 2.9355 0.2111 -1.5465
H: -1.4014 2.4320 -1.3382
H: -0.3796 3.7154 -0.6550
H: 3.4227 -0.3772 0.8658
H: -0.1588 1.6567 1.9870
H: 1.7865 0.3148 2.5684
H: -1.4488 2.9242 0.3723
C: -1.5979 -1.4407 -0.3259
C: -1.7725 -2.1532 1.0121
N: -0.3800 -1.9634 -1.0740
H: -2.4642 -1.6053 -0.9463
H: -1.4035 -0.3953 -0.1365
H: -1.2365 -3.0942 1.1428
H: -2.8309 -2.3051 1.2246
H: 0.4005 -1.3311 -0.8677
H: -0.1146 -2.8887 -0.7378
H: -0.5425 -1.9627 -2.0806
H: -1.4495 -1.5382 1.8586

Force components x, y, z for each atom (eV/Å):
0.170 0.703 0.572
0.606 0.175 0.432
-1.085 -0.789 -0.187
-0.053 -0.216 -0.892
-0.438 0.444 -0.196
0.550 0.219 0.233
0.224 -0.510 0.370
-0.175 0.226 0.084
0.141 -0.187 0.246
0.113 -0.070 -0.084
0.070 0.001 -0.454
0.071 -0.119 0.042
-0.084 0.186 -0.223
-0.180 0.116 -0.030
-0.119 -0.441 0.003
0.182 -0.655 0.722
-0.150 0.430 0.958
-0.118 0.543 0.438
-0.081 0.128 -0.325
-0.159 0.309 -0.360
-0.153 -0.152 -0.388
0.041 -0.286 -0.258
0.293 0.114 -0.164
-0.102 -0.126 -0.250
0.186 -0.136 0.022
0.246 0.094 -0.310

## Properties
DFT total energy (hartree): -407.045202
Net charge: +1
HOMO-LUMO gap (eV): 9.294
ΔE to the lowest compared entry with this formula, charge and spin (kJ/mol): 11.4